The following is a quantum chemistry calculation of a single C22H30NO5P molecule in a non-equilibrium geometry, from the OMol25 dataset.

Last columns: bonded neighbours and bond lengths (Å).
Element x y z (Å)
1 H -2.639 1.560 2.304  C4 1.081
2 P -0.240 -0.097 -0.796  O12 1.465, O38 1.600, O46 1.613, C48 1.869
3 O 5.705 1.677 0.040  C23 1.412, C26 1.371
4 C -2.901 2.249 1.514  H1 1.081, C14 1.380, C27 1.396
5 H -2.197 -0.933 -2.367  C28 1.095
6 C 1.594 -1.527 0.393  H13 1.094, C39 1.528, O46 1.425, H56 1.094
7 C -4.522 3.645 0.428  C8 1.384, C14 1.385, H31 1.079
8 C -3.569 3.997 -0.511  C7 1.384, C20 1.382, H35 1.081
9 C -3.163 -2.146 -0.858  C11 1.525, C21 1.526, H22 1.095, C28 1.529
10 H 6.547 0.463 -1.397  C23 1.102
11 C -2.014 -3.148 -0.886  C9 1.525, H32 1.087, H40 1.088, H58 1.088
12 O 0.186 -0.674 -2.074  P2 1.465
13 H 1.538 -2.233 -0.442  C6 1.094
14 C -4.176 2.771 1.447  C4 1.380, C7 1.385, H47 1.081
15 H 6.616 2.228 -1.725  C23 1.102
16 H 1.808 -1.508 2.511  C39 1.095
17 C 3.786 1.536 -1.143  O19 1.368, C26 1.397, C45 1.372
18 H 1.045 -3.831 2.917  C50 1.087
19 O 4.792 1.325 -2.047  C17 1.368, C23 1.411
20 C -2.287 3.484 -0.446  C8 1.382, C27 1.394, H55 1.080
21 C -4.349 -2.652 -1.674  C9 1.526, H33 1.087, H34 1.088, H43 1.087
22 H -3.478 -1.991 0.179  C9 1.095
23 C 5.996 1.414 -1.316  O3 1.412, H10 1.102, H15 1.102, O19 1.411
24 H -0.145 -2.935 1.968  C50 1.087
25 H 3.975 2.178 2.186  C42 1.077
26 C 4.339 1.754 0.122  O3 1.371, C17 1.397, C42 1.372
27 C -1.936 2.589 0.564  C4 1.396, C20 1.394, N57 1.389
28 C -2.698 -0.795 -1.404  H5 1.095, C9 1.529, O38 1.421, H49 1.095
29 H 2.009 1.361 -2.323  C45 1.077
30 H -0.166 2.277 -1.317  C48 1.091
31 H -5.521 4.048 0.370  C7 1.079
32 H -1.154 -2.744 -0.358  C11 1.087
33 H -4.682 -3.615 -1.293  C21 1.087
34 H -4.065 -2.773 -2.716  C21 1.088
35 H -3.823 4.685 -1.305  C8 1.081
36 H 0.916 -4.106 1.177  C50 1.088
37 H -0.590 1.395 1.433  N57 1.015
38 O -1.812 -0.146 -0.503  P2 1.600, C28 1.421
39 C 1.884 -2.249 1.708  C6 1.528, H16 1.095, C44 1.526, C50 1.526
40 H -2.306 -4.082 -0.412  C11 1.088
41 C 2.167 2.012 1.011  C42 1.394, H52 1.078, C54 1.386
42 C 3.546 2.002 1.214  H25 1.077, C26 1.372, C41 1.394
43 H -5.181 -1.954 -1.621  C21 1.087
44 C 3.302 -2.812 1.680  C39 1.526, H51 1.087, H53 1.088, H59 1.087
45 C 2.430 1.546 -1.350  C17 1.372, H29 1.077, C54 1.401
46 O 0.351 -0.840 0.508  P2 1.613, C6 1.425
47 H -4.909 2.490 2.189  C14 1.081
48 C 0.125 1.701 -0.437  P2 1.869, H30 1.091, C54 1.502, N57 1.435
49 H -3.550 -0.118 -1.528  C28 1.095
50 C 0.859 -3.352 1.959  H18 1.087, H24 1.087, H36 1.088, C39 1.526
51 H 3.523 -3.320 2.616  C44 1.087
52 H 1.519 2.216 1.848  C41 1.078
53 H 3.409 -3.526 0.867  C44 1.088
54 C 1.611 1.785 -0.238  C41 1.386, C45 1.401, C48 1.502
55 H -1.558 3.794 -1.179  C20 1.080
56 H 2.388 -0.806 0.177  C6 1.094
57 N -0.643 2.101 0.707  C27 1.389, H37 1.015, C48 1.435
58 H -1.718 -3.353 -1.912  C11 1.088
59 H 4.029 -2.016 1.539  C44 1.087

Computed properties:
HOMO level, eV: -7.936
Energy relative to the best compared isomer or geometry (same formula, charge and spin), kcal/mol: 0.1
Spin multiplicity: 1
Net charge: 0
E_tot, eV: -44319.6040
Frontier orbital gap, eV: 8.72